(1)
The following is a DFT calculation (wB97M-V/def2-TZVPD) of the molecule C19H29N3O3S at a distorted geometry.

SMILES: O=C(NCc1ccccc1)C1CCN(S(=O)(=O)N2CCCCCC2)CC1
LUMO level, eV: 0.70
Relative energy (zero: lowest compared OMol25 entry of this formula, charge and spin), eV: 0.2533
Calculated total energy, eV: -41622.4853
Frontier orbital gap, Ha: 0.355

Structure (XYZ):
```
55
Properties=species:S:1:pos:R:3:lowdin_charge:R:1
O -1.337 3.665 2.906 0.0615
C -1.010 2.577 2.477 -0.4812
N 0.263 2.229 2.206 0.0813
C 1.342 3.195 2.141 -0.1169
C 1.800 3.311 0.711 -0.2130
C 2.996 2.748 0.291 -0.0429
C 3.360 2.792 -1.044 -0.0876
C 2.527 3.391 -1.972 -0.0982
C 1.328 3.951 -1.560 -0.0843
C 0.967 3.910 -0.226 -0.0378
C -2.022 1.468 2.167 -0.2010
C -2.053 1.312 0.634 -0.1272
C -2.680 -0.009 0.192 -0.1829
N -2.133 -1.145 0.904 -0.2223
S -0.538 -1.515 0.534 0.6509
O -0.220 -2.668 1.316 -0.2444
O 0.351 -0.387 0.646 -0.2765
N -0.706 -1.857 -1.062 -0.2490
C -1.305 -3.125 -1.400 -0.1870
C -0.415 -4.362 -1.184 -0.1791
C 1.087 -4.085 -1.262 -0.2001
C 1.532 -3.260 -2.474 -0.1924
C 1.522 -1.759 -2.191 -0.1785
C 0.115 -1.182 -2.040 -0.1970
C -2.373 -1.043 2.332 -0.1878
C -1.670 0.177 2.924 -0.1254
H 0.448 1.341 1.754 0.0988
H 2.164 2.871 2.787 0.1225
H 0.941 4.143 2.512 0.1267
H 3.646 2.274 1.012 0.1100
H 4.295 2.353 -1.361 0.1006
H 2.809 3.422 -3.014 0.0985
H 0.675 4.421 -2.282 0.1011
H 0.031 4.342 0.100 0.1184
H -3.006 1.812 2.504 0.1504
H -1.039 1.352 0.237 0.0893
H -2.614 2.145 0.205 0.1289
H -3.759 -0.007 0.372 0.1309
H -2.502 -0.175 -0.872 0.1171
H -1.615 -3.060 -2.447 0.1246
H -2.202 -3.212 -0.782 0.1176
H -0.691 -5.112 -1.929 0.1109
H -0.615 -4.774 -0.196 0.1014
H 1.388 -3.567 -0.349 0.0970
H 1.596 -5.051 -1.274 0.1105
H 2.552 -3.545 -2.738 0.1078
H 0.896 -3.482 -3.334 0.1141
H 2.020 -1.224 -3.004 0.1133
H 2.073 -1.563 -1.269 0.1118
H -0.415 -1.221 -2.998 0.1300
H 0.190 -0.140 -1.723 0.1117
H -3.455 -0.991 2.483 0.1313
H -1.991 -1.959 2.784 0.1156
H -0.598 -0.014 2.881 0.0996
H -1.949 0.293 3.973 0.1284
```

---

(2)
The following is a DFT calculation (wB97M-V/def2-TZVPD) of the molecule C20H22F3N3OS.

SMILES: C[C@H]1CCCN(C(=O)[C@@H](C)Sc2nc(-c3ccccc3)cc(C(F)(F)F)n2)C1
LUMO level, eV: 0.07
Relative energy (zero: lowest compared OMol25 entry of this formula, charge and spin), eV: 0.0000
Calculated total energy, eV: -46604.2561
Frontier orbital gap, Ha: 0.321

Structure (XYZ):
```
50
Properties=species:S:1:pos:R:3:lowdin_charge:R:1
C -1.503 4.885 0.185 -0.0652
C -1.215 3.462 0.650 -0.3670
C -1.075 3.385 2.171 -0.1743
C -0.850 1.939 2.606 -0.1595
C -1.978 1.052 2.084 -0.1332
N -2.066 1.164 0.639 -0.0410
C -1.890 0.057 -0.112 -0.4792
O -1.746 -1.039 0.395 0.0274
C -1.891 0.242 -1.634 -0.4989
C -0.654 0.945 -2.181 -0.0975
S -2.116 -1.401 -2.428 1.0547
C -0.756 -2.321 -1.875 -0.6295
N 0.247 -1.719 -1.261 0.1251
C 1.242 -2.465 -0.800 -0.1869
C 2.300 -1.761 -0.072 -0.1557
C 1.975 -0.599 0.626 -0.0146
C 2.947 0.085 1.330 -0.0735
C 4.253 -0.378 1.338 -0.0831
C 4.584 -1.528 0.641 -0.0783
C 3.615 -2.221 -0.060 -0.0269
C 1.247 -3.853 -0.999 0.0793
C 0.174 -4.360 -1.712 -0.1618
C 0.107 -5.830 -2.056 -0.5795
F -1.133 -6.299 -2.167 0.1597
F 0.731 -6.085 -3.223 0.1425
F 0.730 -6.588 -1.135 0.1342
N -0.826 -3.620 -2.154 0.1436
C -2.340 2.514 0.207 -0.1295
H -1.581 4.930 -0.899 0.0772
H -2.438 5.242 0.611 0.0816
H -0.707 5.555 0.500 0.0793
H -0.276 3.121 0.198 0.1374
H -0.242 4.009 2.500 0.1168
H -1.986 3.769 2.636 0.1210
H -0.811 1.871 3.694 0.1147
H 0.100 1.579 2.208 0.1006
H -1.800 0.004 2.328 0.1217
H -2.933 1.362 2.523 0.1327
H -2.801 0.766 -1.940 0.0998
H -0.576 1.960 -1.802 0.0609
H -0.712 0.984 -3.267 0.0790
H 0.237 0.392 -1.897 0.0605
H 0.949 -0.266 0.618 0.0957
H 2.691 0.981 1.877 0.0978
H 5.014 0.157 1.888 0.1025
H 5.603 -1.886 0.642 0.1039
H 3.884 -3.106 -0.617 0.1111
H 2.021 -4.491 -0.610 0.1206
H -2.476 2.562 -0.871 0.1135
H -3.277 2.839 0.679 0.1401
```

---

(3)
The following is a DFT calculation (wB97M-V/def2-TZVPD) of the molecule C10H9BrClN at a distorted geometry.

SMILES: Cl[C@@]1(CBr)C=Cc2ccccc2N1
LUMO level, eV: 0.39
Relative energy (zero: lowest compared OMol25 entry of this formula, charge and spin), eV: 0.0000
Calculated total energy, eV: -94570.1563
Frontier orbital gap, Ha: 0.314

Structure (XYZ):
```
22
Properties=species:S:1:pos:R:3:lowdin_charge:R:1
Cl 0.928 1.971 -2.291 0.6119
C 0.916 1.860 -0.458 -0.9149
C 2.058 2.776 0.093 -0.5172
Br 2.241 2.351 2.019 0.6297
C -0.472 2.197 -0.093 -0.1395
C -1.319 1.201 0.277 -0.0182
C -1.004 -0.251 0.067 -0.0998
C -1.994 -1.344 0.294 -0.0242
C -1.568 -2.661 0.196 -0.1220
C -0.203 -2.871 0.070 -0.0973
C 0.759 -1.876 -0.154 -0.0258
C 0.383 -0.566 -0.126 -0.2183
N 1.233 0.552 -0.077 -0.0322
H 1.968 3.808 0.060 0.0239
H 3.051 2.449 -0.424 0.0982
H -0.787 3.229 -0.162 0.1134
H -2.361 1.566 0.449 0.1222
H -3.077 -1.195 0.555 0.1170
H -2.322 -3.527 0.403 0.1360
H 0.118 -3.862 0.183 0.0827
H 1.767 -2.226 -0.300 0.1098
H 2.217 0.186 -0.196 0.1645
```